1.
The following is a DFT calculation (the ωB97M-V functional and the def2-TZVPD basis) of 2 unconnected molecules or ions with the total composition C20H22BrN3O4S.

Summary:
Largest force on an atom   0.05772 hartree/bohr
Structure (SMILES)   Cc1ccc(S(=O)(=O)n2cc([N+](=O)[O-])c3c(Br)cccc32)cc1.CN1CCCC1
Total energy   -114630.5838 eV
E_LUMO   -0.35 eV
HOMO   -8.62 eV

Geometry (Å):
1 C 2.743 2.438 1.925
2 C 2.886 1.559 0.721
3 C 3.092 2.139 -0.533
4 C 3.260 1.344 -1.662
5 C 3.163 -0.047 -1.516
6 S 3.141 -1.073 -2.933
7 O 2.919 -0.283 -4.111
8 O 4.118 -2.116 -2.857
9 N 1.628 -1.882 -2.630
10 C 1.487 -3.163 -2.174
11 C 0.256 -3.638 -2.574
12 N -0.024 -5.032 -2.713
13 O -0.502 -5.404 -3.811
14 O 0.243 -5.833 -1.779
15 C -0.516 -2.500 -3.105
16 C -1.872 -2.220 -3.203
17 Br -3.107 -3.626 -3.005
18 C -2.310 -0.881 -3.309
19 C -1.389 0.172 -3.350
20 C -0.014 -0.097 -3.317
21 C 0.393 -1.415 -3.143
22 C 3.015 -0.645 -0.263
23 C 2.834 0.167 0.850
24 H 2.648 1.833 2.837
25 H 3.620 3.094 2.033
26 H 1.858 3.088 1.836
27 H 3.113 3.225 -0.627
28 H 3.427 1.778 -2.646
29 H 2.250 -3.738 -1.648
30 H -3.375 -0.667 -3.312
31 H -1.740 1.202 -3.374
32 H 0.716 0.704 -3.386
33 H 3.020 -1.730 -0.165
34 H 2.657 -0.287 1.826
35 C -0.462 1.344 3.226
36 N -1.844 1.313 2.815
37 C -2.634 0.168 3.262
38 C -4.104 0.653 3.215
39 C -4.050 2.195 3.189
40 C -2.556 2.549 3.183
41 H 0.029 2.246 2.824
42 H -0.331 1.377 4.336
43 H 0.106 0.481 2.856
44 H -2.505 -0.694 2.600
45 H -2.364 -0.168 4.287
46 H -4.576 0.309 2.288
47 H -4.688 0.275 4.058
48 H -4.521 2.558 2.272
49 H -4.558 2.647 4.046
50 H -2.238 2.926 4.187
51 H -2.340 3.354 2.471

=====

2.
The following is a DFT calculation (the ωB97M-V functional and the def2-TZVPD basis) of a molecular structure, C20H22ClN4O2RbSe2.

Summary:
Largest force on an atom   0.00347 hartree/bohr
Total energy   -175024.8399 eV
E_LUMO   -0.29 eV
HOMO   -8.43 eV

Geometry (Å):
1 Rb 0.810 0.780 -0.070
2 N 0.202 0.211 -3.011
3 C -0.122 -1.147 -3.495
4 C -1.426 -1.707 -2.927
5 C -1.330 -2.380 -1.565
6 N -0.957 -1.438 -0.522
7 H -0.649 0.766 -2.995
8 H 0.804 0.666 -3.689
9 H 0.702 -1.812 -3.222
10 H -0.194 -1.156 -4.588
11 H -1.808 -2.447 -3.635
12 H -2.179 -0.910 -2.890
13 H -0.556 -3.156 -1.614
14 H -2.279 -2.895 -1.365
15 H -0.883 -1.905 0.375
16 H -1.624 -0.674 -0.413
17 Se 1.520 -3.565 1.200
18 Se 2.449 -2.128 2.772
19 C 0.839 -1.301 3.441
20 C 0.503 -1.541 4.762
21 C -0.620 -0.899 5.276
22 C -1.356 -0.077 4.447
23 C -0.943 0.088 3.126
24 N 0.146 -0.506 2.634
25 C 2.301 -2.943 -0.453
26 C 2.468 -3.918 -1.435
27 C 3.039 -3.548 -2.638
28 C 3.443 -2.233 -2.814
29 C 3.230 -1.345 -1.774
30 N 2.659 -1.682 -0.617
31 H 1.097 -2.217 5.361
32 H -0.912 -1.059 6.306
33 H -2.241 0.442 4.787
34 H -1.514 0.722 2.455
35 H 2.175 -4.941 -1.240
36 H 3.186 -4.281 -3.421
37 H 3.912 -1.903 -3.731
38 H 3.526 -0.306 -1.869
39 Cl -7.341 2.435 -3.384
40 C -6.050 2.255 -2.226
41 C -6.273 2.596 -0.902
42 C -5.244 2.446 0.016
43 C -4.003 1.964 -0.378
44 C -3.804 1.636 -1.715
45 C -4.820 1.773 -2.647
46 C -2.896 1.772 0.650
47 O -3.138 2.070 1.826
48 O -1.806 1.288 0.209
49 H -7.242 2.971 -0.603
50 H -5.384 2.696 1.059
51 H -2.834 1.262 -2.016
52 H -4.669 1.516 -3.687

=====

3.
The following is a DFT calculation (the ωB97M-V functional and the def2-TZVPD basis) of a single C20H22ClNO5S molecule.

Summary:
Largest force on an atom   0.02098 hartree/bohr
Structure (SMILES)   O=C(OCCOc1cccc(Cl)c1)C1CCN(S(=O)(=O)c2ccccc2)CC1
Total energy   -56182.3765 eV
E_LUMO   0.54 eV
HOMO   -8.63 eV

Geometry (Å):
1 O 0.579 0.748 -2.458
2 C 0.668 -0.316 -1.904
3 O 1.726 -0.668 -1.162
4 C 2.751 0.307 -1.016
5 C 2.347 1.391 -0.002
6 O 3.345 2.371 0.130
7 C 3.460 3.350 -0.814
8 C 4.489 4.268 -0.593
9 C 4.695 5.309 -1.473
10 C 3.887 5.462 -2.589
11 C 2.871 4.548 -2.799
12 Cl 1.852 4.712 -4.184
13 C 2.642 3.490 -1.931
14 C -0.374 -1.418 -2.001
15 C -1.770 -0.792 -2.085
16 C -2.128 -0.152 -0.748
17 N -2.068 -1.144 0.311
18 S -2.632 -0.540 1.783
19 O -1.587 0.176 2.464
20 O -3.864 0.142 1.526
21 C -2.974 -2.065 2.654
22 C -2.299 -2.371 3.818
23 C -2.587 -3.558 4.473
24 C -3.542 -4.418 3.953
25 C -4.214 -4.098 2.783
26 C -3.931 -2.911 2.127
27 C -0.746 -1.716 0.462
28 C -0.322 -2.403 -0.832
29 H 3.631 -0.233 -0.663
30 H 2.964 0.767 -1.987
31 H 1.387 1.834 -0.290
32 H 2.241 0.944 0.991
33 H 5.108 4.140 0.279
34 H 5.492 6.013 -1.292
35 H 4.042 6.273 -3.282
36 H 1.836 2.809 -2.151
37 H -0.158 -1.949 -2.936
38 H -1.788 -0.029 -2.863
39 H -2.499 -1.566 -2.324
40 H -3.145 0.239 -0.754
41 H -1.438 0.679 -0.537
42 H -1.565 -1.673 4.191
43 H -2.069 -3.810 5.386
44 H -3.766 -5.342 4.465
45 H -4.959 -4.771 2.387
46 H -4.438 -2.623 1.221
47 H -0.797 -2.439 1.280
48 H -0.021 -0.937 0.738
49 H 0.682 -2.809 -0.716
50 H -1.013 -3.222 -1.038

=====

4.
The following is a DFT calculation (the ωB97M-V functional and the def2-TZVPD basis) of a single C20H22FN3O3 molecule.

Summary:
Largest force on an atom   0.01378 hartree/bohr
Structure (SMILES)   CCOC(=O)C1(Cc2cccc(F)c2)CCN(C(=O)c2cnccn2)CC1
Total energy   -34428.3261 eV
E_LUMO   0.23 eV
HOMO   -9.22 eV

Geometry (Å):
1 C 4.673 2.179 2.033
2 C 3.632 1.318 2.732
3 O 2.829 0.605 1.789
4 C 1.794 1.254 1.254
5 O 1.489 2.383 1.542
6 C 1.085 0.407 0.197
7 C 2.014 0.496 -1.045
8 C 1.491 -0.247 -2.239
9 C 0.670 0.382 -3.169
10 C 0.175 -0.306 -4.263
11 C 0.492 -1.639 -4.456
12 C 1.320 -2.253 -3.534
13 F 1.655 -3.547 -3.712
14 C 1.823 -1.582 -2.435
15 C 0.920 -1.040 0.673
16 C -0.039 -1.106 1.861
17 N -1.320 -0.534 1.503
18 C -2.383 -1.351 1.378
19 O -2.318 -2.550 1.608
20 C -3.703 -0.780 0.954
21 C -4.557 -1.591 0.200
22 N -5.768 -1.196 -0.148
23 C -6.154 0.004 0.262
24 C -5.314 0.816 1.011
25 N -4.096 0.426 1.353
26 C -1.228 0.852 1.113
27 C -0.296 1.004 -0.093
28 H 5.293 1.567 1.382
29 H 4.183 2.946 1.439
30 H 5.305 2.659 2.774
31 H 2.980 1.942 3.352
32 H 4.103 0.546 3.344
33 H 2.137 1.551 -1.300
34 H 2.988 0.092 -0.763
35 H 0.425 1.426 -3.040
36 H -0.462 0.199 -4.973
37 H 0.119 -2.196 -5.300
38 H 2.473 -2.103 -1.749
39 H 1.885 -1.456 0.961
40 H 0.509 -1.638 -0.142
41 H -0.208 -2.142 2.159
42 H 0.370 -0.548 2.711
43 H -4.246 -2.575 -0.121
44 H -7.153 0.310 -0.017
45 H -5.611 1.797 1.353
46 H -2.218 1.240 0.881
47 H -0.827 1.425 1.956
48 H -0.196 2.065 -0.325
49 H -0.732 0.491 -0.952

=====

5.
The following is a DFT calculation (the ωB97M-V functional and the def2-TZVPD basis) of a single C20H22FN3O4S molecule.

Summary:
Largest force on an atom   0.01247 hartree/bohr
Structure (SMILES)   COc1ccccc1C(=O)N[C@@H](CCSC)C(=O)NNC(=O)c1ccc(F)cc1
Total energy   -47310.6832 eV
E_LUMO   0.44 eV
HOMO   -8.63 eV

Geometry (Å):
1 C 4.414 3.344 -0.612
2 O 3.291 2.550 -0.301
3 C 2.097 3.162 -0.029
4 C 1.921 4.540 -0.097
5 C 0.695 5.113 0.194
6 C -0.377 4.324 0.569
7 C -0.208 2.957 0.648
8 C 1.010 2.354 0.349
9 C 1.037 0.871 0.479
10 O 0.205 0.273 1.143
11 N 1.965 0.204 -0.249
12 C 2.113 -1.233 -0.108
13 C 2.996 -1.610 1.088
14 C 3.516 -3.032 0.963
15 S 4.630 -3.252 -0.464
16 C 6.156 -2.546 0.225
17 C 0.722 -1.855 0.041
18 O 0.420 -2.687 0.866
19 N -0.127 -1.498 -0.971
20 N -1.499 -1.640 -0.737
21 C -2.272 -0.546 -1.000
22 O -1.826 0.400 -1.626
23 C -3.679 -0.635 -0.539
24 C -4.321 -1.847 -0.297
25 C -5.636 -1.863 0.129
26 C -6.295 -0.659 0.314
27 F -7.575 -0.676 0.734
28 C -5.683 0.558 0.073
29 C -4.372 0.561 -0.361
30 H 4.660 4.030 0.204
31 H 5.237 2.643 -0.751
32 H 4.263 3.909 -1.536
33 H 2.740 5.181 -0.382
34 H 0.587 6.185 0.126
35 H -1.332 4.771 0.798
36 H -1.020 2.310 0.943
37 H 2.722 0.723 -0.665
38 H 2.567 -1.618 -1.030
39 H 3.826 -0.903 1.154
40 H 2.400 -1.530 2.000
41 H 4.066 -3.332 1.854
42 H 2.688 -3.721 0.805
43 H 6.006 -1.498 0.470
44 H 6.918 -2.640 -0.541
45 H 6.446 -3.108 1.109
46 H 0.040 -0.640 -1.496
47 H -1.672 -2.244 0.059
48 H -3.808 -2.781 -0.464
49 H -6.155 -2.790 0.316
50 H -6.232 1.474 0.222
51 H -3.861 1.488 -0.570

=====

6.
The following is a DFT calculation (the ωB97M-V functional and the def2-TZVPD basis) of a molecular structure, C20H22I2N5OS2Sn.

Summary:
Total charge   +1
Largest force on an atom   0.03166 hartree/bohr
Total energy   -74293.0118 eV
E_LUMO   -3.42 eV
HOMO   -10.53 eV

Geometry (Å):
1 Sn -0.084 -0.312 -0.015
2 C 1.155 3.075 4.643
3 S -0.470 2.459 4.110
4 C -0.082 1.690 2.621
5 S -1.412 0.916 1.836
6 N 1.140 1.790 2.190
7 N 1.434 1.227 1.029
8 C 2.594 1.469 0.518
9 C 2.889 1.037 -0.820
10 C 4.069 1.424 -1.459
11 C 4.246 1.104 -2.792
12 C 3.242 0.411 -3.454
13 C 2.120 0.031 -2.734
14 N 1.950 0.327 -1.459
15 H 1.096 3.245 5.714
16 H 1.901 2.323 4.412
17 H 1.378 4.007 4.130
18 H 3.308 2.084 1.063
19 H 4.816 1.973 -0.913
20 H 5.152 1.386 -3.305
21 H 3.331 0.169 -4.503
22 H 1.316 -0.524 -3.200
23 I -1.318 -3.650 1.801
24 C -2.380 -4.273 0.038
25 I -2.434 -2.788 -1.518
26 H -3.403 -4.495 0.318
27 H -1.893 -5.157 -0.358
28 C -3.459 4.652 -3.198
29 N -3.135 3.307 -2.799
30 N -1.839 2.885 -2.630
31 C -1.841 1.755 -1.861
32 O -0.772 1.130 -1.611
33 C -3.181 1.495 -1.526
34 C -3.948 2.475 -2.111
35 C -5.416 2.664 -2.086
36 C -0.780 3.342 -3.442
37 C -1.023 3.614 -4.785
38 C -0.004 4.092 -5.586
39 C 1.263 4.278 -5.057
40 C 1.513 3.959 -3.731
41 C 0.494 3.497 -2.914
42 H -2.566 5.150 -3.565
43 H -3.842 5.219 -2.346
44 H -4.214 4.648 -3.983
45 H -3.504 0.675 -0.918
46 H -5.884 1.806 -1.614
47 H -5.816 2.764 -3.093
48 H -5.684 3.555 -1.520
49 H -2.003 3.436 -5.200
50 H -0.198 4.308 -6.624
51 H 2.058 4.654 -5.682
52 H 2.506 4.081 -3.325
53 H 0.685 3.249 -1.881

=====

7.
The following is a DFT calculation (the ωB97M-V functional and the def2-TZVPD basis) of a molecular structure, C20H22N10O3Os.

Summary:
Total charge   +2
Largest force on an atom   0.00928 hartree/bohr
Total energy   -44588.8871 eV
E_LUMO   -8.21 eV
HOMO   -15.30 eV

Geometry (Å):
1 Os -0.233 -0.326 0.277
2 N 2.316 0.121 2.208
3 C 2.665 0.159 0.877
4 C 4.011 0.340 0.546
5 C 4.378 0.411 -0.775
6 C 3.407 0.298 -1.777
7 C 2.113 0.122 -1.393
8 N 1.740 0.045 -0.083
9 C 1.184 -0.281 2.895
10 C 1.303 -0.467 4.276
11 C 0.200 -0.822 5.011
12 C -1.030 -0.976 4.370
13 C -1.088 -0.783 3.021
14 N 0.006 -0.453 2.278
15 H 3.112 0.247 2.816
16 H 4.751 0.416 1.332
17 H 5.419 0.549 -1.035
18 H 3.658 0.349 -2.826
19 H 1.310 0.040 -2.116
20 H 2.270 -0.335 4.744
21 H 0.288 -0.975 6.078
22 H -1.928 -1.236 4.912
23 H -2.016 -0.850 2.470
24 C -3.712 0.640 -1.659
25 O -2.372 0.316 -1.154
26 C -2.168 0.438 0.138
27 O -2.895 0.867 0.981
28 H -3.660 0.486 -2.731
29 H -3.933 1.674 -1.410
30 H -4.422 -0.050 -1.212
31 C -3.066 4.584 1.978
32 C -2.063 5.549 1.351
33 C -2.308 5.729 -0.142
34 C -0.618 5.143 1.650
35 N -0.269 3.846 1.033
36 C -0.518 2.610 1.438
37 N -0.090 1.797 0.489
38 N 0.423 2.568 -0.500
39 N 0.323 3.793 -0.175
40 H -4.078 4.971 1.866
41 H -2.888 4.449 3.048
42 H -3.048 3.602 1.495
43 H -2.172 6.518 1.846
44 H -2.237 4.779 -0.678
45 H -1.592 6.420 -0.589
46 H -3.308 6.123 -0.312
47 H -0.447 5.036 2.720
48 H 0.101 5.852 1.246
49 H -1.022 2.328 2.346
50 O -0.688 -2.117 0.028
51 N -0.682 -3.104 0.970
52 C -1.844 -3.586 1.202
53 C -3.024 -3.034 0.582
54 N -3.884 -2.485 0.057
55 C -1.963 -4.639 2.171
56 N -2.084 -5.444 2.979

=====

8.
The following is a DFT calculation (the ωB97M-V functional and the def2-TZVPD basis) of a single C20H22N2O2 molecule.

Summary:
Largest force on an atom   0.01506 hartree/bohr
Structure (SMILES)   CN1CCC[C@@H]1CCNc1ccc2oc3ccccc3c(=O)c2c1
Total energy   -28172.6711 eV
E_LUMO   -0.03 eV
HOMO   -7.66 eV

Geometry (Å):
1 C 4.827 0.372 1.753
2 N 4.227 1.063 0.643
3 C 3.235 2.059 1.010
4 C 2.437 2.326 -0.274
5 C 3.048 1.368 -1.304
6 C 3.682 0.271 -0.445
7 C 2.667 -0.804 -0.012
8 C 2.230 -1.707 -1.171
9 N 1.219 -2.667 -0.793
10 C -0.056 -2.300 -0.441
11 C -0.897 -3.248 0.170
12 C -2.200 -2.955 0.489
13 C -2.719 -1.688 0.221
14 O -4.015 -1.454 0.566
15 C -4.545 -0.237 0.316
16 C -5.884 -0.046 0.666
17 C -6.486 1.172 0.443
18 C -5.771 2.221 -0.129
19 C -4.452 2.039 -0.475
20 C -3.818 0.812 -0.261
21 C -2.409 0.630 -0.634
22 O -1.720 1.521 -1.105
23 C -1.900 -0.725 -0.376
24 C -0.585 -1.042 -0.707
25 H 5.518 -0.381 1.375
26 H 4.098 -0.114 2.421
27 H 5.393 1.095 2.343
28 H 2.576 1.704 1.820
29 H 3.753 2.952 1.373
30 H 2.525 3.362 -0.596
31 H 1.379 2.113 -0.127
32 H 2.310 0.996 -2.009
33 H 3.835 1.873 -1.863
34 H 4.513 -0.224 -0.964
35 H 3.119 -1.431 0.761
36 H 1.789 -0.321 0.418
37 H 3.091 -2.265 -1.549
38 H 1.837 -1.108 -1.995
39 H 1.561 -3.495 -0.330
40 H -0.504 -4.232 0.388
41 H -2.839 -3.690 0.952
42 H -6.423 -0.869 1.109
43 H -7.521 1.313 0.716
44 H -6.252 3.172 -0.299
45 H -3.868 2.830 -0.920
46 H -0.006 -0.263 -1.174

=====

9.
The following is a DFT calculation (the ωB97M-V functional and the def2-TZVPD basis) of a single C20H22N2O3S molecule.

Summary:
Largest force on an atom   0.11103 hartree/bohr
Structure (SMILES)   CC1(C)C=Cc2nc(CN(c3ccccc3)S(=O)(=O)C3CC3)ccc2O1
Total energy   -41050.4443 eV
E_LUMO   0.29 eV
HOMO   -8.18 eV

Geometry (Å):
1 C 2.458 3.545 2.663
2 C 1.617 2.494 3.354
3 C 1.768 2.592 4.854
4 C 0.159 2.817 3.222
5 C -0.676 1.954 2.468
6 C -0.131 0.746 1.955
7 N -0.900 -0.096 1.319
8 C -0.421 -1.160 0.714
9 C -1.171 -2.107 -0.268
10 N -0.869 -1.596 -1.656
11 C -0.396 -2.541 -2.528
12 C 0.924 -2.408 -3.024
13 C 1.424 -3.335 -3.974
14 C 0.645 -4.476 -4.313
15 C -0.669 -4.599 -3.809
16 C -1.216 -3.668 -2.886
17 S -1.994 -0.394 -2.209
18 O -3.366 -0.576 -1.781
19 O -1.935 -0.473 -3.652
20 C -1.369 1.260 -1.693
21 C -2.225 2.421 -2.047
22 C -2.008 2.049 -0.547
23 C 0.918 -1.521 0.888
24 C 1.775 -0.724 1.530
25 C 1.206 0.387 2.123
26 O 2.047 1.156 2.946
27 H 3.541 3.207 2.861
28 H 2.262 3.680 1.598
29 H 2.455 4.449 3.198
30 H 1.205 1.762 5.465
31 H 1.595 3.589 5.234
32 H 2.720 2.424 5.194
33 H -0.375 3.805 3.599
34 H -1.830 2.086 2.420
35 H -0.910 -3.123 -0.128
36 H -2.261 -2.063 -0.068
37 H 1.509 -1.541 -2.634
38 H 2.339 -3.140 -4.398
39 H 1.016 -5.315 -4.831
40 H -1.292 -5.408 -4.002
41 H -2.258 -3.784 -2.603
42 H -0.262 1.245 -1.821
43 H -3.233 2.125 -2.470
44 H -1.770 3.358 -2.348
45 H -2.870 1.563 -0.071
46 H -1.333 2.630 0.116
47 H 1.296 -2.436 0.433
48 H 2.862 -0.861 1.606